14 unconnected molecules or ions with the total composition C80H188N12O14 in a non-equilibrium geometry, computed with ωB97M-V/def2-TZVPD.

```
294
Properties=species:S:1:pos:R:3:forces:R:3:lowdin_charge:R:1
C -3.1573 -9.2936 3.5045 -1.119 0.876 -0.320 -0.04
C -1.9894 -8.9562 2.5296 -0.397 -0.525 0.826 -0.47
C -0.9091 -9.9911 2.9155 1.290 -0.060 -2.025 -0.14
C -0.9659 -11.3642 2.2175 -0.615 0.688 0.086 -0.19
C -1.2424 -11.2961 0.7380 -0.790 1.606 -0.367 -0.14
C -2.4274 -10.3411 0.3614 -1.364 1.016 -0.347 -0.46
N -2.3456 -9.0226 1.0654 2.907 -0.236 0.940 -0.11
O -3.3342 -8.0414 0.7831 0.005 -1.145 -0.326 -0.02
C -2.4477 -10.1805 -1.2318 1.271 0.107 1.615 -0.02
C -3.7568 -10.9501 0.7723 -1.208 -1.276 -0.815 -0.05
C -1.4154 -7.5392 2.8033 -1.131 -0.227 -0.063 -0.03
H -4.0376 -8.6711 3.3446 -0.178 0.042 -0.581 0.08
H -2.9973 -9.0785 4.5611 0.887 -0.143 0.007 0.08
H -3.4959 -10.3272 3.4325 0.213 -0.037 -0.122 0.07
H -0.0076 -9.4970 2.5534 0.543 -0.249 0.030 0.10
H -0.7224 -10.2036 3.9681 -0.638 0.626 0.192 0.12
H -1.7880 -11.9375 2.6460 0.375 -0.411 0.436 0.10
H 0.0219 -11.8126 2.3238 -0.290 -0.503 0.460 0.11
H -1.5499 -12.2760 0.3729 0.307 -0.049 -0.230 0.12
H -0.3479 -10.9331 0.2318 0.018 -0.147 -0.263 0.11
H -3.0508 -9.3528 -1.6050 -0.424 -0.373 0.179 0.07
H -1.4294 -9.9825 -1.5667 0.158 0.156 0.005 0.07
H -2.6916 -11.1626 -1.6369 -0.402 0.241 -0.153 0.08
H -3.6402 -11.8094 1.4326 -0.106 0.097 0.234 0.08
H -4.5462 -10.2950 1.1408 0.597 0.426 0.430 0.08
H -4.2560 -11.3254 -0.1210 0.048 -0.500 -0.113 0.07
H -0.4793 -7.2955 2.3009 0.196 -0.558 0.109 0.08
H -1.3487 -7.4167 3.8844 0.272 0.191 -0.029 0.08
H -2.1183 -6.8021 2.4151 -0.179 0.037 0.298 0.07
H -2.8340 -7.4923 0.1749 -0.242 0.340 -0.095 0.10
C -0.2632 -2.2654 -0.8773 -0.138 0.245 -0.902 -0.03
C -0.0798 -0.7297 -1.0574 2.005 -0.697 1.487 -0.49
C -0.4502 -0.2304 -2.4560 0.725 -0.059 0.532 -0.13
C -0.5453 1.2997 -2.5629 -1.580 -0.729 1.716 -0.15
C -1.5851 1.7590 -1.4636 1.855 0.608 -0.959 -0.12
C -1.2675 1.3076 0.0137 0.254 1.705 -2.363 -0.49
N -0.8725 -0.0908 0.0089 -1.581 0.340 -0.107 -0.10
O -0.4415 -0.3926 1.3063 0.115 -0.741 -0.055 -0.01
C -0.1279 2.2514 0.5600 -0.479 -0.613 0.193 -0.03
C -2.5386 1.6462 0.8133 -0.170 -1.330 0.096 -0.04
C 1.4665 -0.5083 -0.9087 -0.269 1.446 -0.021 -0.04
H 0.1003 -2.6982 0.0548 -0.286 0.607 0.319 0.08
H 0.3438 -2.7911 -1.6145 -0.110 0.097 -0.418 0.08
H -1.3103 -2.5184 -1.0440 -0.037 -0.161 0.176 0.08
H 0.4113 -0.5095 -3.0626 -0.382 -0.627 -0.421 0.12
H -1.3439 -0.8144 -2.6759 -0.237 0.540 -0.815 0.12
H -0.8825 1.6113 -3.5515 -0.027 -0.028 0.036 0.11
H 0.3958 1.8096 -2.3573 0.204 -0.308 -0.097 0.10
H -2.5776 1.5703 -1.8728 -0.168 -0.245 0.604 0.11
H -1.3984 2.8328 -1.4461 -0.799 0.244 0.073 0.10
H -0.2774 3.2963 0.2879 -0.243 -0.061 0.054 0.08
H -0.1777 2.1556 1.6447 0.302 0.258 0.085 0.08
H 0.8761 1.9886 0.2271 -0.016 -0.195 -0.089 0.07
H -2.4622 1.1995 1.8046 0.129 0.555 0.309 0.08
H -2.7712 2.7110 0.8024 0.466 0.048 0.303 0.09
H -3.4366 1.1787 0.4093 0.119 -0.243 -0.434 0.08
H 2.0773 -1.1428 -1.5510 -0.255 -0.415 0.285 0.09
H 1.8278 -0.5072 0.1197 0.094 -0.553 0.010 0.07
H 1.7013 0.4979 -1.2559 0.050 0.206 -0.054 0.06
H 0.4591 -0.0607 1.3266 0.440 0.109 0.447 0.07
C -6.3379 9.7744 1.2553 0.841 0.878 0.768 -0.05
C -7.3168 8.6498 1.0355 -0.643 0.532 0.067 -0.52
C -8.5883 8.8588 1.9288 0.205 -0.188 -0.058 -0.15
C -9.6171 9.8451 1.4435 -0.228 0.094 -1.856 -0.18
C -10.0511 9.5567 -0.0536 0.956 -0.121 1.325 -0.11
C -8.8000 9.4894 -1.0227 0.842 -0.184 0.597 -0.44
N -7.7670 8.5709 -0.3631 -1.566 -1.499 -0.663 -0.10
O -6.6985 8.1178 -1.2101 -0.150 1.365 0.234 -0.02
C -9.2560 8.9020 -2.3926 0.544 0.134 0.235 -0.04
C -8.2437 10.9181 -1.1732 -1.080 0.550 0.083 -0.04
C -6.6772 7.3412 1.4767 -0.981 -0.957 -0.040 -0.04
H -5.8825 10.0895 0.3164 -0.100 0.241 0.150 0.09
H -5.5242 9.5166 1.9332 0.187 -0.513 -0.113 0.08
H -6.7809 10.5842 1.8349 -0.250 0.540 -0.640 0.08
H -9.1067 7.9147 2.0960 0.196 -0.306 -0.165 0.12
H -8.2837 9.2182 2.9117 0.398 -0.242 0.133 0.12
H -9.2297 10.8621 1.5056 -0.030 0.137 0.045 0.10
H -10.4999 9.7792 2.0795 -0.020 0.123 0.022 0.11
H -10.7822 10.3163 -0.3303 0.329 0.232 -0.449 0.11
H -10.6376 8.6383 -0.0279 0.356 -0.398 -0.301 0.11
H -10.1559 9.4085 -2.7416 -0.364 -0.278 0.402 0.08
H -8.5969 9.0339 -3.2506 0.683 0.310 0.391 0.07
H -9.3596 7.8191 -2.3232 -0.575 0.021 0.215 0.08
H -9.1154 11.5669 -1.2587 -0.161 0.218 -0.320 0.08
H -7.7828 11.2889 -0.2577 0.343 -0.292 -0.186 0.06
H -7.6405 11.1308 -2.0558 0.288 -0.422 0.182 0.08
H -6.8683 7.1918 2.5393 0.129 0.185 0.170 0.08
H -5.6154 7.1528 1.3175 -0.118 0.435 -0.422 0.08
H -7.2819 6.5828 0.9796 0.290 -0.453 -0.017 0.08
H -6.9991 7.3127 -1.6380 -0.295 -0.174 0.202 0.09
C -0.4591 4.0606 11.4618 -0.877 -0.876 1.584 -0.03
C -1.1218 5.2253 10.7299 1.211 0.280 -1.866 -0.49
C -0.0538 5.8119 9.7852 1.341 1.603 0.168 -0.15
C -0.4844 6.7947 8.7378 -1.472 0.842 0.636 -0.21
C -1.5179 6.1338 7.8631 0.349 2.064 -0.515 -0.15
C -2.6807 5.4684 8.6027 -0.087 0.792 0.868 -0.47
N -2.1609 4.7324 9.8000 1.570 -0.256 -1.214 -0.12
O -3.1285 3.9907 10.4439 -0.708 0.343 0.287 0.00
C -3.8262 6.4973 9.0469 1.492 0.544 -0.737 -0.01
C -3.2492 4.5049 7.5941 -0.994 -0.705 1.330 -0.05
C -1.4937 6.3172 11.7306 -1.690 -0.076 0.572 -0.03
H 0.2926 3.4426 10.9707 -0.193 0.372 -0.415 0.09
H -1.2165 3.3973 11.8796 -0.500 -0.418 -0.808 0.08
H -0.0984 4.3028 12.4615 0.815 0.954 -0.235 0.08
H 0.5703 6.4709 10.3887 0.755 -0.781 0.486 0.12
H 0.5408 5.0907 9.2244 0.008 -0.532 0.614 0.13
H 0.2875 7.4119 8.2780 0.787 -1.240 -0.818 0.12
H -0.9095 7.7021 9.1667 -0.980 -0.165 0.884 0.10
H -1.0275 5.5284 7.1008 -0.220 -0.613 0.272 0.12
H -1.9238 6.9830 7.3134 -0.544 -0.191 -0.508 0.12
H -3.3407 7.4261 9.3464 0.188 -0.136 0.978 0.06
H -4.4161 6.9549 8.2528 -0.247 -0.902 -0.590 0.08
H -4.5120 6.1004 9.7954 0.171 0.047 0.019 0.07
H -4.1959 4.1977 8.0386 -0.311 -0.316 -0.515 0.08
H -3.4230 5.0102 6.6440 0.142 -0.282 -0.014 0.09
H -2.6248 3.6115 7.5828 0.113 0.131 -0.587 0.10
H -2.1365 5.9568 12.5338 0.213 -0.692 0.363 0.08
H -2.2024 7.0473 11.3399 0.624 0.497 -0.589 0.07
H -0.6383 6.7735 12.2289 0.003 0.040 -0.338 0.09
H -3.5651 4.7005 10.9205 -0.961 -0.329 0.682 0.08
C -0.2980 -5.4601 -7.2598 1.634 -0.622 1.045 -0.05
C -0.0567 -5.2300 -8.7538 -2.710 2.733 -0.196 -0.50
C -1.1856 -4.1968 -8.9987 -0.578 1.586 -1.684 -0.15
C -1.1067 -3.5016 -10.3787 0.739 0.036 1.005 -0.17
C 0.2377 -2.8273 -10.4695 -0.558 1.839 -1.484 -0.21
C 1.4482 -3.6603 -10.2599 1.916 1.256 1.200 -0.41
N 1.2525 -4.5719 -9.0562 -2.481 1.144 -0.614 -0.10
O 2.2286 -5.5055 -8.9941 1.913 -1.130 0.128 -0.01
C 1.8165 -4.2117 -11.6908 0.898 -1.543 1.248 -0.03
C 2.6810 -2.6610 -9.7564 -1.091 -0.521 -1.165 -0.01
C -0.4487 -6.4562 -9.5144 1.048 -2.137 0.118 -0.05
H -1.2714 -5.9024 -7.0481 0.049 -0.105 -0.301 0.09
H -0.2130 -4.5802 -6.6221 -0.160 0.495 -0.550 0.08
H 0.4805 -6.0779 -6.8121 -0.015 -0.616 -0.165 0.08
H -2.1928 -4.6084 -8.9329 0.204 -0.574 0.410 0.12
H -1.1464 -3.3865 -8.2707 0.170 -0.023 0.185 0.12
H -1.8089 -2.6855 -10.5490 -0.552 -0.339 0.331 0.11
H -1.2048 -4.1919 -11.2165 -0.101 -0.245 0.052 0.11
H 0.3446 -1.8252 -10.0543 -0.530 -0.290 1.466 0.12
H 0.2263 -2.4306 -11.4847 0.580 -0.399 -0.657 0.11
H 2.6147 -4.9490 -11.6045 0.325 -0.282 0.082 0.06
H 1.0354 -4.7698 -12.2071 -0.414 0.397 0.123 0.08
H 2.2806 -3.4925 -12.3657 -0.474 0.490 0.339 0.09
H 2.7310 -2.3811 -8.7042 -0.362 -1.019 0.260 0.07
H 3.6462 -3.0384 -10.0943 -0.001 -0.010 0.122 0.06
H 2.5282 -1.6655 -10.1730 0.010 -0.090 -0.785 0.06
H -0.3590 -6.5028 -10.5997 0.235 0.549 -0.036 0.08
H -1.4298 -6.8722 -9.2852 -0.232 0.617 0.205 0.09
H 0.2093 -7.2176 -9.0954 0.254 -0.521 -0.447 0.08
H 2.3365 -5.7952 -9.9029 0.282 -0.671 -0.222 0.08
C 6.1926 -6.7314 3.1882 -0.330 -0.703 -0.034 -0.03
C 5.9393 -5.6892 4.2951 0.376 0.169 -2.715 -0.57
C 5.1302 -6.2181 5.3768 0.443 -1.026 3.978 -0.15
C 5.9740 -6.9788 6.4964 -0.309 1.228 -1.423 -0.14
C 7.0622 -6.0154 7.0841 -1.031 -1.050 -1.209 -0.13
C 7.9891 -5.4052 5.9867 -1.857 -2.083 0.758 -0.48
N 7.1348 -5.0230 4.7797 0.420 1.071 2.827 -0.10
O 7.8977 -4.4145 3.7797 -0.112 -0.505 0.044 0.00
C 8.6832 -4.2421 6.6624 0.079 1.038 -1.157 -0.04
C 8.9513 -6.5348 5.6226 0.256 0.348 -0.525 -0.03
C 5.0454 -4.6340 3.5889 1.052 1.289 0.429 -0.04
H 6.8814 -6.3465 2.4362 0.018 -0.141 -0.035 0.08
H 5.2417 -6.9292 2.6935 -0.108 0.346 -0.251 0.08
H 6.4576 -7.7467 3.4834 0.673 0.113 0.453 0.08
H 4.7866 -5.3568 5.9496 -0.894 0.081 -0.245 0.12
H 4.3463 -6.8794 5.0077 -0.190 0.365 0.031 0.13
H 6.3623 -7.8359 5.9462 0.602 -0.220 0.513 0.09
H 5.3342 -7.3514 7.2963 -0.101 0.051 -0.097 0.10
H 7.6248 -6.6499 7.7688 0.444 0.412 0.106 0.11
H 6.6142 -5.2000 7.6520 -0.323 -0.114 0.015 0.11
H 7.9815 -3.4741 6.9879 -0.285 -0.032 -0.273 0.09
H 9.2539 -4.4627 7.5644 0.134 -0.630 -0.287 0.09
H 9.3161 -3.7934 5.8967 0.367 0.295 0.300 0.08
H 8.4358 -7.4367 5.2925 -0.194 0.141 -0.139 0.08
H 9.5644 -6.1628 4.8017 0.493 -0.333 0.018 0.08
H 9.5657 -6.8482 6.4666 0.216 0.315 -0.049 0.09
H 3.9687 -4.7917 3.6513 0.157 -0.462 -0.230 0.09
H 5.4033 -4.4238 2.5810 -0.326 -0.237 -0.160 0.08
H 5.2618 -3.7143 4.1324 -0.292 0.226 0.097 0.08
H 8.3256 -5.1870 3.4031 0.618 0.091 -0.756 0.07
C 3.9043 6.1363 1.2996 -0.942 0.054 -0.392 -0.15
O 3.9191 7.1194 0.2519 -0.077 -0.104 0.720 -0.13
H 3.0025 6.2361 1.9036 -0.073 0.249 0.210 0.07
H 3.7633 5.1667 0.8222 0.737 -0.309 0.254 0.07
H 4.7438 6.2351 1.9878 0.231 -0.211 -0.436 0.08
H 3.0453 7.5132 0.3062 0.070 0.331 -0.419 0.05
C -7.9125 2.9207 -2.3711 -0.932 0.087 1.145 -0.18
O -7.3029 3.8840 -3.2140 0.261 -0.638 -0.157 -0.11
H -8.9759 2.7484 -2.5372 -0.158 0.341 -0.468 0.07
H -7.5144 1.9063 -2.3430 0.815 0.225 -0.774 0.07
H -7.8594 3.2512 -1.3338 0.123 0.184 0.157 0.07
H -7.9670 4.4242 -3.6484 -0.117 -0.194 0.092 0.07
C 6.6753 0.8962 1.9815 -0.802 1.423 0.456 -0.07
C 7.5623 1.4240 3.1415 0.534 -2.757 -1.067 -0.41
C 6.8941 1.1251 4.4567 -1.602 1.001 1.622 -0.20
O 7.4729 1.5541 5.7492 0.942 0.517 -1.913 -0.18
C 7.4524 2.9841 5.8350 -0.939 0.283 0.042 -0.13
N 8.7596 0.5304 3.0848 0.927 1.894 0.110 0.03
H 5.8915 1.6440 1.8604 -0.617 -0.255 0.085 0.07
H 6.2350 -0.0750 2.2074 0.035 -0.013 -0.013 0.08
H 7.1153 0.8919 0.9842 0.703 -0.223 0.381 0.08
H 7.7385 2.4829 2.9527 0.681 -0.151 0.163 0.13
H 6.7295 0.0476 4.4510 0.220 -0.007 0.621 0.12
H 5.9166 1.5968 4.5571 -0.533 -0.021 -0.676 0.11
H 7.8412 3.6157 5.0362 1.267 -0.768 -0.420 0.08
H 7.8614 3.3355 6.7823 0.072 -0.419 -0.066 0.09
H 6.4390 3.3738 5.7381 -0.779 -0.395 0.653 0.07
H 9.2780 0.7272 3.9290 0.474 -0.160 0.113 0.06
H 8.5500 -0.4570 3.1206 -0.593 0.012 -0.085 0.07
C 10.3970 -8.1621 -5.9203 -0.533 0.857 0.618 -0.07
C 10.3236 -6.6627 -5.5781 1.390 1.346 -0.105 -0.40
C 9.2944 -6.3351 -4.4594 0.490 -0.328 -0.122 -0.21
O 9.1871 -4.9912 -4.0772 0.152 1.508 -1.268 -0.21
C 8.2479 -4.5536 -3.1072 0.856 -0.123 0.388 -0.10
N 11.7084 -6.1140 -5.2632 -1.314 -0.924 -0.525 0.03
H 9.5018 -8.4443 -6.4745 -0.061 -0.069 0.064 0.07
H 10.4077 -8.7278 -4.9887 0.370 -0.386 -0.146 0.07
H 11.2512 -8.3338 -6.5753 0.084 -0.124 0.331 0.08
H 10.0734 -6.2081 -6.5367 -0.389 0.524 0.188 0.12
H 9.7244 -6.7907 -3.5675 -0.639 -1.179 0.144 0.13
H 8.3370 -6.6705 -4.8582 -0.314 -0.561 0.636 0.13
H 7.2534 -4.9996 -3.1207 0.000 -0.206 -0.484 0.08
H 8.1795 -3.4688 -3.1883 -0.166 -0.082 -0.387 0.09
H 8.6648 -4.7031 -2.1112 0.002 -0.353 0.285 0.08
H 12.1552 -6.7311 -4.6002 0.117 0.017 0.251 0.05
H 11.6175 -5.1984 -4.8465 -0.047 0.086 0.134 0.05
C -7.9333 -1.2657 1.7891 1.284 0.420 -1.833 -0.10
C -7.5869 -2.3367 2.7504 -1.342 -1.180 0.780 -0.45
C -6.3465 -1.9089 3.5257 0.630 0.008 0.120 -0.20
O -5.7234 -2.7525 4.5112 -2.101 0.415 -0.170 -0.19
C -4.7441 -2.0245 5.2352 -0.341 -1.152 -0.184 -0.11
N -8.8305 -2.3897 3.5256 -0.147 -1.266 1.537 0.02
H -7.1248 -1.2482 1.0582 0.183 0.917 -0.097 0.08
H -8.0748 -0.3456 2.3561 0.230 0.192 -0.318 0.09
H -8.8183 -1.4284 1.1740 -0.191 -0.365 0.366 0.08
H -7.4435 -3.3328 2.3316 0.404 0.091 -0.626 0.14
H -6.6470 -0.9517 3.9517 0.340 0.230 0.362 0.12
H -5.5360 -1.7799 2.8084 -0.121 0.598 -0.542 0.12
H -5.0601 -1.0402 5.5809 -0.148 0.165 -0.309 0.08
H -3.8832 -1.9936 4.5673 0.520 0.428 0.488 0.09
H -4.6028 -2.6401 6.1236 0.608 0.124 -0.057 0.09
H -9.6494 -2.3202 2.9385 0.143 0.532 -0.446 0.06
H -8.9359 -3.3513 3.8160 0.067 -0.150 0.913 0.07
C -0.3624 8.8483 -4.7632 0.109 0.100 1.940 -0.05
C 0.4254 8.6931 -3.4262 -1.497 -0.773 -1.366 -0.46
C -0.5078 8.5540 -2.2227 1.129 1.541 1.527 -0.17
O 0.4164 8.7801 -1.1156 -1.689 0.568 1.920 -0.23
C -0.3038 9.2113 0.1110 1.051 -0.119 -0.967 -0.08
N 1.1993 7.5046 -3.5697 0.589 -1.281 0.682 0.03
H 0.3269 8.7788 -5.6047 -0.246 0.520 -0.051 0.07
H -0.9282 9.7661 -4.6034 -0.005 0.239 -1.018 0.07
H -1.0634 8.0153 -4.8157 0.022 -0.018 -0.131 0.07
H 1.0363 9.5617 -3.1803 -0.107 0.351 -0.192 0.14
H -1.0902 7.6824 -1.9240 0.150 -0.571 -1.060 0.13
H -1.1903 9.4031 -2.1851 -0.272 0.136 -0.417 0.11
H 0.4671 9.5524 0.8020 0.002 -0.388 0.072 0.08
H -0.9517 8.4562 0.5561 0.342 -0.522 -0.095 0.08
H -0.9654 10.0695 -0.0070 0.067 0.226 -0.779 0.08
H 2.0269 7.6063 -4.1398 0.000 0.202 -0.044 0.08
H 1.4921 7.2185 -2.6464 0.396 -0.247 0.037 0.06
C 8.7621 4.7707 -5.3853 0.543 0.418 0.002 -0.07
C 7.2526 5.0281 -5.0262 0.849 -2.142 -0.754 -0.38
C 6.3288 3.8654 -5.5041 0.240 -1.299 1.329 -0.19
O 6.3335 2.7762 -4.5601 1.243 1.150 0.357 -0.22
C 5.7105 1.5801 -4.9040 -0.008 0.221 -0.021 -0.12
N 7.1360 5.3754 -3.6086 -0.625 0.475 -0.333 0.05
H 9.5006 5.3963 -4.8839 -0.734 0.993 0.345 0.06
H 8.9736 4.9769 -6.4346 -0.280 -0.325 -0.221 0.06
H 9.2792 3.8509 -5.1120 -1.056 -0.858 -0.158 0.07
H 6.8619 5.6739 -5.8126 0.371 1.556 0.835 0.12
H 6.6514 3.4983 -6.4784 0.133 0.041 -0.219 0.12
H 5.3025 4.2222 -5.5906 -0.231 0.193 -0.036 0.12
H 6.1342 1.1519 -5.8124 -0.291 0.072 -0.433 0.09
H 4.6413 1.7863 -4.9532 -0.290 -0.561 -0.375 0.09
H 5.9242 0.8479 -4.1254 -0.151 0.175 0.200 0.09
H 6.8810 4.5654 -3.0617 0.348 -0.583 -0.176 0.06
H 6.3554 5.9851 -3.4109 -0.074 0.475 -0.326 0.07
C -6.7000 0.6728 -7.1575 1.653 0.341 -1.636 -0.09
C -6.7684 -0.6483 -6.4730 1.292 0.389 1.354 -0.45
C -5.5286 -0.9875 -5.5191 0.977 -0.583 -1.364 -0.16
O -5.4192 -2.3419 -5.0269 -1.407 0.026 1.081 -0.21
C -5.7290 -2.5388 -3.6247 0.055 -0.958 -1.116 -0.10
N -7.9397 -0.6385 -5.6658 -0.936 -1.415 0.492 0.04
H -6.3172 1.5523 -6.6398 -0.449 -0.115 0.608 0.08
H -7.6313 0.8675 -7.6894 -0.114 0.148 0.302 0.09
H -5.9601 0.5202 -7.9432 0.123 0.330 -0.379 0.08
H -6.8337 -1.3572 -7.2984 0.003 -0.603 0.356 0.13
H -5.4218 -0.2865 -4.6913 -0.413 0.250 0.042 0.12
H -4.5793 -0.9892 -6.0548 -0.060 0.855 -0.564 0.12
H -5.6782 -3.6080 -3.4191 0.524 -0.173 -0.334 0.08
H -6.7813 -2.3837 -3.3866 0.033 0.969 0.165 0.07
H -4.9790 -2.0674 -2.9896 -0.378 0.449 0.124 0.08
H -8.1832 0.2775 -5.3170 0.255 -0.082 0.246 0.07
H -7.6783 -1.2856 -4.9356 -1.138 0.196 0.653 0.04
```
Forces are in eV/Å.

For the orbital gap, the calculation gives 0.2980 Ha. The relative energy (zero: lowest compared OMol25 entry of this formula, charge and spin) comes out at 201.1 kcal per mole.